[1]
Molecular formula: C28H26N4O2PRuS3
Method: DFT, ωB97M-V/def2-TZVPD

Summary:
Kohn-Sham gap (spin up / spin down)   7.25 / 6.85 eV
F_max   0.60 eV/A
Total charge   +1
E_HOMO (spin up / spin down)   -9.705 / -10.342 eV
Spin multiplicity   5

Atoms and positions in Å:
Ru 0.206 0.164 0.417
O -1.819 0.782 0.751
N -2.091 1.950 1.335
C -3.354 2.419 1.170
C -3.744 3.586 1.752
C -2.811 4.296 2.520
C -1.542 3.806 2.666
C -1.148 2.596 2.062
S 0.412 1.911 2.195
H -3.982 1.789 0.560
H -4.755 3.936 1.607
H -3.089 5.228 2.993
H -0.797 4.331 3.247
S -0.581 1.990 -2.442
C 0.151 1.260 -1.335
C 4.848 1.396 3.078
C 4.702 0.550 1.812
C 3.587 -0.442 1.912
N 2.448 -0.304 1.338
N 1.552 -1.328 1.614
C 2.047 -2.223 2.415
N 1.362 -3.300 2.849
S 3.664 -1.871 2.902
H 5.639 2.133 2.945
H 5.104 0.782 3.943
H 3.919 1.923 3.295
H 5.632 0.023 1.590
H 4.472 1.182 0.954
H 0.498 -3.525 2.387
H 1.834 -4.044 3.329
O 0.698 -1.498 -1.131
P 0.179 -2.888 -1.426
C 0.316 -3.252 -3.167
C 0.212 -2.188 -4.062
C 0.273 -2.425 -5.427
C 0.437 -3.721 -5.898
C 0.551 -4.782 -5.010
C 0.497 -4.550 -3.644
C -1.531 -3.115 -0.943
C -2.067 -2.233 -0.012
C -3.371 -2.368 0.438
C -4.151 -3.404 -0.053
C -3.635 -4.285 -0.999
C -2.332 -4.140 -1.450
C 1.138 -4.126 -0.542
C 2.517 -3.910 -0.451
C 3.318 -4.817 0.225
C 2.754 -5.947 0.808
C 1.387 -6.168 0.721
C 0.578 -5.255 0.052
H 0.098 -1.180 -3.684
H 0.199 -1.600 -6.124
H 0.487 -3.904 -6.964
H 0.695 -5.788 -5.381
H 0.615 -5.378 -2.954
H -1.465 -1.408 0.349
H -3.766 -1.658 1.152
H -5.172 -3.519 0.288
H -4.256 -5.078 -1.393
H -1.949 -4.817 -2.206
H 2.957 -3.027 -0.899
H 4.386 -4.649 0.292
H 3.384 -6.660 1.324
H 0.949 -7.050 1.170
H -0.490 -5.429 -0.002

[2]
Molecular formula: C3H4MnO
Method: DFT, ωB97M-V/def2-TZVPD

Summary:
Kohn-Sham gap (spin up / spin down)   7.37 / 7.60 eV
F_max   2.16 eV/A
Total charge   +1
E_HOMO (spin up / spin down)   -13.566 / -14.194 eV
Spin multiplicity   7

Atoms and positions in Å:
C 0.530 -0.373 0.087
C -0.316 0.398 1.085
C 0.681 0.959 0.059
H 1.192 -1.217 0.276
H -0.039 0.311 2.147
H -1.396 0.405 0.870
H 1.352 1.793 -0.134
O -0.521 -1.385 -1.461
Mn -1.484 -0.890 -2.928

[3]
Molecular formula: C6H13NO
Method: DFT, ωB97M-V/def2-TZVPD

Summary:
Kohn-Sham gap   9.43 eV
F_max   0.96 eV/A
E_HOMO   -8.584 eV
SMILES string   C/C=C/O.C=NCC

Atoms and positions in Å:
C -2.431 -1.418 -1.344
C -2.163 -1.812 0.081
C -2.406 -0.948 1.060
O -1.766 -0.968 2.272
H -3.111 -2.043 -1.925
H -2.750 -0.377 -1.394
H -1.489 -1.437 -1.904
H -1.708 -2.777 0.268
H -3.066 -0.095 0.924
H -2.160 -0.312 2.831
C 3.419 2.520 -0.020
N 2.196 2.265 0.160
C 1.890 0.873 0.465
C 1.034 0.187 -0.592
H 4.175 1.729 -0.051
H 3.732 3.551 -0.153
H 2.778 0.247 0.612
H 1.346 0.887 1.413
H 0.856 -0.860 -0.340
H 0.045 0.588 -0.820
H 1.579 0.200 -1.542

[4]
Molecular formula: C2H10MnO10
Method: DFT, ωB97M-V/def2-TZVPD

Summary:
Kohn-Sham gap (spin up / spin down)   6.67 / 6.66 eV
F_max   3.73 eV/A
E_HOMO (spin up / spin down)   -7.959 / -7.954 eV
Spin multiplicity   6

Atoms and positions in Å:
Mn 19.731 -2.273 9.163
O 18.693 -5.722 6.903
C 18.155 -4.944 7.884
O 18.633 -3.779 8.052
O 17.270 -5.468 8.592
H 18.149 -6.516 7.106
O 18.260 -2.836 13.037
C 18.737 -3.585 11.995
O 19.463 -2.978 11.109
O 18.414 -4.764 11.882
H 18.625 -1.974 12.771
O 21.034 -0.845 10.054
H 21.034 -0.571 10.982
H 21.565 -0.182 9.594
O 17.895 -1.307 9.173
H 17.030 -1.734 9.080
H 17.761 -0.397 8.883
O 21.397 -3.373 8.767
H 21.901 -3.435 9.593
H 21.781 -4.042 8.187
O 20.199 -1.312 7.243
H 20.807 -1.567 6.537
H 20.298 -0.355 7.317